57
Properties=species:S:1:pos:R:3:forces:R:3 method="wB97M-V/def2-TZVPD" largest_force_ev_per_a=2.33 charge=+1 lumo_energy_ev=-2.43
Pb -0.3800 -1.3124 -0.2988 0.6379 0.1501 -0.1079
C -2.1616 1.5055 0.8221 0.7843 -0.2356 0.7624
C -0.8186 1.7917 1.5791 0.3730 0.6874 -0.6642
C -0.2670 0.7678 2.5302 0.6575 -1.1109 -0.0144
C 0.3044 1.1545 3.7448 0.0286 -0.4033 -0.1113
C 0.9109 0.2156 4.5796 0.1846 -0.0179 -0.1226
C 1.0054 -1.1099 4.1408 -0.7485 0.3325 -0.1954
C 0.3872 -1.4408 2.9291 0.2198 1.2517 0.4096
N -0.1943 -0.5262 2.1255 -0.3182 0.3473 0.7840
N -2.0113 0.8158 -0.4900 0.7779 0.4370 0.3726
C -1.5242 1.7653 -1.5242 -0.1527 0.1250 0.5269
C -0.6808 1.1459 -2.6220 0.5664 0.0974 -1.0807
C -0.3463 1.9584 -3.7259 0.1497 -0.5875 0.2133
C 0.3815 1.4375 -4.7909 0.2375 -0.7252 0.6644
C 0.8221 0.0957 -4.7045 -0.5170 0.5906 0.3270
C 0.4790 -0.6307 -3.5739 -0.3673 0.6701 -0.1327
N -0.2483 -0.1167 -2.5595 -0.4975 0.2222 -0.0937
C -3.3150 0.2574 -0.8726 -0.6309 0.5829 -0.5999
C -3.7309 -0.9425 -0.0821 -0.8388 -0.7468 0.8867
C -4.7083 -0.8521 0.9313 0.5329 -0.7717 -0.7530
C -5.1639 -2.0228 1.5340 0.5879 0.2132 -0.3833
C -4.6631 -3.2418 1.0710 -0.0061 0.1449 0.1244
C -3.6525 -3.2471 0.1253 0.0812 1.2432 -0.3956
N -3.1838 -2.1109 -0.4384 -0.7874 -0.2100 0.1581
H -2.7776 0.8342 1.4309 0.1487 0.2380 0.0558
H -2.6980 2.4716 0.7483 0.0734 -0.4357 -0.3750
H 0.0210 1.9997 0.8494 -0.8550 -0.1720 0.4909
H -0.9271 2.7275 2.1617 -0.0796 -0.4160 -0.4063
H 0.3414 2.2010 3.9965 -0.2612 0.1545 0.1875
H 1.3120 0.5390 5.5575 -0.1378 -0.3079 -0.7441
H 1.4881 -1.8756 4.7364 -0.0914 0.0650 -0.0679
H 0.3680 -2.4606 2.5968 0.0714 -0.3683 -0.2743
H -2.4019 2.2782 -1.9922 0.6088 -0.2434 0.3031
H -0.9227 2.5449 -1.0030 -0.3363 -0.4808 -0.4569
H -0.6222 2.9996 -3.7007 -0.2285 0.1491 -0.1705
H 0.6271 2.0618 -5.6443 -0.0041 -0.1285 0.1110
H 1.4110 -0.3831 -5.4769 -0.0996 0.1495 -0.0190
H 0.7515 -1.6710 -3.4910 0.1712 -0.0935 0.1566
H -4.0977 1.0752 -0.7814 0.6911 -0.8541 -0.2653
H -3.2458 -0.0945 -1.9136 -0.0544 0.3922 0.2011
H -5.1378 0.1055 1.1445 -0.1330 0.3419 0.3325
H -5.8579 -1.9607 2.3581 -0.2684 -0.1608 -0.1079
H -5.0609 -4.1844 1.4091 0.0095 -0.0681 0.2765
H -3.2039 -4.1567 -0.2486 -0.0422 -0.1370 0.0940
O 2.6355 0.2132 0.7857 -0.2047 -0.7553 -0.4530
B 1.8471 -0.3174 -0.2879 2.2849 0.4371 -0.1765
O 2.7779 -0.6180 -1.3549 -0.6651 -0.0299 0.7662
C 4.0664 -0.3827 -0.8871 -0.5590 0.1770 0.3295
C 5.2733 -0.5337 -1.5855 -1.1207 -0.0739 0.4102
C 6.3970 -0.1568 -0.8910 0.3660 0.8538 1.3604
C 6.3247 0.3686 0.4329 -0.1113 -0.7241 -1.0955
C 5.1296 0.4617 1.1212 -0.9876 0.1597 -0.3406
C 3.9719 0.0954 0.4233 0.4894 0.0919 -0.9230
H 5.2875 -0.9229 -2.5974 0.0440 0.0861 0.1096
H 7.3870 -0.1745 -1.3159 0.0122 -0.2149 -0.3400
H 7.2498 0.6872 0.8738 0.1595 0.0581 0.3186
H 5.0451 0.8710 2.1154 0.1547 0.0238 0.1372